Density functional theory data (wB97M-V/def2-TZVPD) for a 3-piece molecular cluster, C17H43NO8P3 overall in a non-equilibrium geometry.

Summary:
- electronic energy (Ha) = -2354.0931
- orbital gap (eV) = 9.14
- LUMO energy (eV) = -2.98
- E_HOMO (eV) = -12.1249

Structure (ORCA input):
```
! wB97M-V def2-TZVPD RIJCOSX def2/J DEFGRID3
* xyz 1 1
C 4.02 -1.23 4.02
C 3.97 0.09 3.22
C 2.64 0.86 3.41
P 1.32 -0.06 2.53
C 0.16 -0.90 3.66
C -1.22 -0.26 3.72
N -2.01 -0.74 4.59
H 4.75 -1.13 4.82
H 3.07 -1.47 4.50
H 4.36 -2.06 3.41
H 4.77 0.76 3.53
H 4.16 -0.12 2.17
H 2.78 1.82 2.92
H 2.34 0.94 4.45
H 0.68 0.72 1.56
H 1.98 -1.07 1.83
H 0.60 -1.06 4.64
H 0.00 -1.89 3.23
H -1.56 0.54 3.06
H -2.91 -0.27 4.55
O 4.04 0.47 -0.86
P 4.21 1.22 -2.14
O 3.56 0.25 -3.29
C 2.26 -0.31 -3.09
C 1.16 0.72 -3.33
O 5.80 0.98 -2.43
C 6.73 0.78 -1.36
C 7.15 -0.67 -1.29
O 4.18 2.59 -2.95
C 4.68 2.68 -4.30
C 3.55 2.84 -5.29
H 2.18 -0.74 -2.09
H 2.16 -1.13 -3.80
H 1.29 1.59 -2.68
H 0.18 0.28 -3.13
H 1.18 1.07 -4.35
H 6.32 1.12 -0.42
H 7.60 1.40 -1.58
H 6.28 -1.32 -1.19
H 7.81 -0.85 -0.44
H 7.66 -0.97 -2.20
H 5.30 1.83 -4.56
H 5.32 3.57 -4.32
H 3.05 1.89 -5.46
H 3.94 3.19 -6.25
H 2.80 3.55 -4.93
O -5.43 -0.02 2.35
P -5.69 -0.84 1.15
O -4.61 -0.30 0.03
C -3.26 -0.17 0.42
C -2.55 -1.51 0.49
O -7.07 -0.17 0.59
C -8.01 0.45 1.49
C -7.93 1.95 1.36
O -6.01 -2.26 0.47
C -6.34 -2.36 -0.93
C -5.21 -2.98 -1.71
H -3.19 0.35 1.38
H -2.77 0.47 -0.32
H -3.06 -2.19 1.17
H -1.52 -1.38 0.84
H -2.51 -1.99 -0.48
H -7.83 0.13 2.52
H -9.00 0.10 1.20
H -6.92 2.31 1.54
H -8.60 2.44 2.08
H -8.22 2.26 0.36
H -6.61 -1.40 -1.36
H -7.22 -3.00 -0.98
H -4.41 -2.26 -1.88
H -5.56 -3.32 -2.69
H -4.78 -3.83 -1.18
*
```

Atomic partial charges in e from the Mulliken method, atoms 1 to 5: atom 1 (C): -1.09, atom 2 (C): -0.24, atom 3 (C): -0.73, atom 4 (P): 0.22, atom 5 (C): -0.47

Density functional theory data (wB97M-V/def2-TZVPD) for C27H55F3InO18 as an isolated structure in a non-equilibrium geometry.

Summary:
- electronic energy (Ha) = -2905.8522
- orbital gap (eV) = 5.98
- LUMO energy (eV) = 1.35
- E_HOMO (eV) = -4.6307

Structure (ORCA input):
```
! wB97M-V def2-TZVPD RIJCOSX def2/J DEFGRID3
* xyz -1 1
F 5.81 -10.94 1.43
C 4.40 -10.78 1.59
F 3.85 -11.44 0.49
F 4.08 -11.40 2.79
C 3.95 -9.26 1.65
C 2.49 -9.03 1.04
In 0.88 -10.46 1.78
H 3.93 -8.93 2.73
H 4.72 -8.66 1.06
H 2.55 -8.98 -0.10
H 2.15 -7.99 1.37
H 1.46 -11.72 2.90
H 0.17 -11.33 0.34
H -0.42 -9.53 2.63
C -2.59 -5.08 -2.95
C -1.56 -5.29 -1.86
O -1.17 -6.66 -1.77
C -0.31 -7.08 -2.71
O 0.16 -6.40 -3.59
O -0.08 -8.38 -2.51
C 0.76 -8.98 -3.50
H -3.44 -5.76 -2.81
H -2.95 -4.05 -2.95
H -2.17 -5.29 -3.94
H -2.00 -5.03 -0.89
H -0.69 -4.65 -1.99
H 1.69 -8.43 -3.61
H 0.22 -9.04 -4.45
H 0.99 -9.99 -3.17
C -2.05 0.86 1.00
C -3.43 0.41 0.55
O -3.44 -0.99 0.24
C -3.48 -1.82 1.30
O -3.51 -1.49 2.45
O -3.44 -3.08 0.84
C -3.38 -4.07 1.87
H -1.30 0.58 0.25
H -2.03 1.94 1.14
H -1.76 0.38 1.93
H -3.71 0.93 -0.36
H -4.19 0.64 1.30
H -4.17 -3.93 2.60
H -2.40 -4.03 2.35
H -3.49 -5.04 1.40
C -2.52 6.96 -1.41
C -1.49 6.76 -0.32
O -1.09 5.38 -0.24
C -0.23 4.97 -1.18
O 0.24 5.65 -2.06
O 0.01 3.67 -0.99
C 0.84 3.08 -1.98
H -3.37 6.28 -1.28
H -2.89 7.99 -1.40
H -2.10 6.76 -2.40
H -1.93 7.01 0.65
H -0.62 7.40 -0.46
H 1.78 3.63 -2.10
H 0.31 3.02 -2.93
H 1.08 2.07 -1.66
C 1.12 4.63 2.38
C 1.74 3.43 3.07
O 3.00 3.10 2.47
C 4.03 3.88 2.82
O 4.00 4.81 3.59
O 5.12 3.46 2.15
C 6.28 4.26 2.36
H 1.05 4.46 1.30
H 0.12 4.82 2.77
H 1.72 5.53 2.52
H 1.10 2.56 2.93
H 1.85 3.59 4.14
H 6.49 4.38 3.42
H 6.14 5.24 1.88
H 7.12 3.76 1.88
C 5.60 1.21 0.75
C 5.49 2.06 -0.51
O 6.45 1.65 -1.49
C 6.14 0.54 -2.18
O 5.14 -0.11 -2.05
O 7.15 0.28 -3.02
C 6.99 -0.93 -3.75
H 6.63 1.21 1.13
H 4.94 1.57 1.52
H 5.34 0.17 0.54
H 5.72 3.09 -0.26
H 4.48 2.04 -0.92
H 6.02 -0.96 -4.27
H 7.09 -1.79 -3.08
H 7.78 -0.98 -4.50
C -7.87 7.79 2.50
C -7.98 8.63 1.24
O -7.01 8.23 0.26
C -7.32 7.12 -0.42
O -8.31 6.45 -0.29
O -6.30 6.85 -1.26
C -6.45 5.63 -1.98
H -6.85 7.80 2.88
H -8.55 8.17 3.27
H -8.13 6.75 2.30
H -7.75 9.68 1.48
H -8.99 8.61 0.82
H -7.41 5.59 -2.50
H -6.35 4.78 -1.30
H -5.66 5.59 -2.72
*
```

Atomic partial charges in e from the Mulliken method, atoms 1 to 5: atom 1 (F): -0.32, atom 2 (C): 0.73, atom 3 (F): -0.23, atom 4 (F): -0.21, atom 5 (C): -0.51

Density functional theory data (wB97M-V/def2-TZVPD) for the molecule C4H5NO in a non-equilibrium geometry.

Summary:
- relative energy (zero: lowest compared OMol25 entry of this formula, charge and spin) (kJ/mol) = 69.5
- electronic energy (Ha) = -285.3881
- SMILES string = CCC(=O)C#N
- orbital gap (eV) = 10.93
- LUMO energy (eV) = -0.27
- E_HOMO (eV) = -11.1978

Structure (ORCA input):
```
! wB97M-V def2-TZVPD RIJCOSX def2/J DEFGRID3
* xyz 0 1
C -1.51 0.27 -0.19
C -0.10 -0.21 -0.48
C 0.82 -0.07 0.71
O 0.46 0.06 1.86
C 2.27 -0.12 0.40
N 3.40 -0.14 0.14
H -1.85 -0.08 0.78
H -2.21 -0.09 -0.95
H -1.55 1.37 -0.19
H 0.36 0.30 -1.34
H -0.09 -1.28 -0.74
*
```

Atomic partial charges in e from the natural (NBO) method, atoms 1 to 5: atom 1 (C): -0.61, atom 2 (C): -0.50, atom 3 (C): 0.50, atom 4 (O): -0.46, atom 5 (C): 0.16

Density functional theory data (wB97M-V/def2-TZVPD) for a 2-piece molecular cluster, C3H10N2O2 overall in a non-equilibrium geometry.

Summary:
- relative energy (zero: lowest compared OMol25 entry of this formula, charge and spin) (kJ/mol) = 806.7
- electronic energy (Ha) = -380.0294
- orbital gap (alpha / beta) (eV) = 9.39 / 7.82
- LUMO energy (alpha / beta) (eV) = 1.01 / -0.21
- E_HOMO (alpha / beta) (eV) = -8.3806 / -8.0268

Structure (ORCA input):
```
! wB97M-V def2-TZVPD RIJCOSX def2/J DEFGRID3
* xyz 0 1
C -1.09 -0.18 -1.47
C -0.57 0.63 -0.30
N -0.50 -1.52 1.10
C -1.50 1.40 0.43
O 0.24 -0.34 0.75
H -0.39 -1.60 2.11
H 0.01 -2.28 0.66
H -1.32 0.47 -2.31
H -0.34 -0.91 -1.81
H -1.98 -0.75 -1.19
H -2.57 1.20 0.38
H -1.16 2.10 1.18
N 2.30 -0.31 -0.08
O 3.02 0.65 0.60
H 3.11 1.38 -0.04
H 2.38 -1.10 0.56
H 0.35 1.16 -0.58
*
```

Atomic partial charges in e from the natural (NBO) method, atoms 1 to 5: atom 1 (C): -0.64, atom 2 (C): 0.00, atom 3 (N): -0.54, atom 4 (C): -0.27, atom 5 (O): -0.43

Density functional theory data (wB97M-V/def2-TZVPD) for C2H5FGaOS as an isolated structure.

Summary:
- electronic energy (Ha) = -2577.3623
- orbital gap (eV) = 8.16
- LUMO energy (eV) = 3.64
- E_HOMO (eV) = -4.5239

Structure (ORCA input):
```
! wB97M-V def2-TZVPD RIJCOSX def2/J DEFGRID3
* xyz -1 1
O 1.55 -0.29 1.67
C 1.51 -0.14 0.49
F 2.50 0.66 -0.07
C 0.58 -0.68 -0.50
Ga -1.39 -0.27 0.03
S -1.46 1.96 0.70
H 0.77 -0.26 -1.49
H 0.69 -1.77 -0.51
H -2.25 -0.43 -1.32
H -1.87 -1.23 1.20
H -0.63 2.46 -0.22
*
```

Atomic partial charges in e from the natural (NBO) method, atoms 1 to 5: atom 1 (O): -0.58, atom 2 (C): 0.87, atom 3 (F): -0.40, atom 4 (C): -0.98, atom 5 (Ga): 0.82

Density functional theory data (wB97M-V/def2-TZVPD) for C22H17Br2N6NdO4S2 as an isolated structure in a non-equilibrium geometry.

Summary:
- relative energy (zero: lowest compared OMol25 entry of this formula, charge and spin) (kJ/mol) = 0.0
- electronic energy (Ha) = -7983.3949
- orbital gap (alpha / beta) (eV) = 7.13 / 7.16
- ⟨S²⟩ = 3.753
- LUMO energy (alpha / beta) (eV) = -6.25 / -6.22
- E_HOMO (alpha / beta) (eV) = -13.3820 / -13.3834

Structure (ORCA input):
```
! wB97M-V def2-TZVPD RIJCOSX def2/J DEFGRID3
* xyz 2 4
Nd 0.43 0.53 -0.83
Br 0.88 -1.30 1.82
C 2.50 -1.89 0.93
Br 2.10 -2.22 -0.94
H 2.84 -2.80 1.38
H 3.20 -1.07 0.97
O -7.50 -0.53 -0.15
N -6.48 -1.08 0.20
O -6.41 -2.09 0.87
C -5.22 -0.40 -0.15
C -5.29 0.93 -0.30
C -4.12 1.69 -0.60
C -4.15 3.09 -0.75
C -2.99 3.77 -1.04
C -1.81 3.04 -1.18
N -1.76 1.72 -1.05
C -2.90 1.04 -0.76
C -2.83 -0.41 -0.62
N -1.62 -1.00 -0.78
C -1.56 -2.32 -0.69
C -2.67 -3.13 -0.43
C -3.89 -2.54 -0.23
C -4.00 -1.13 -0.31
H -6.25 1.43 -0.18
H -5.09 3.62 -0.63
H -2.98 4.84 -1.17
H -0.88 3.53 -1.41
H -0.59 -2.78 -0.84
H -2.56 -4.20 -0.38
H -4.76 -3.13 -0.02
N 7.67 4.38 -2.63
C 6.50 3.78 -2.37
C 5.32 4.54 -2.20
C 4.12 3.94 -1.94
C 4.08 2.54 -1.84
C 5.23 1.75 -2.00
C 6.42 2.37 -2.26
S 2.62 1.77 -1.45
O 2.37 0.54 -2.23
O 1.44 2.65 -1.60
N 2.53 1.19 0.08
C 1.90 2.06 0.97
S 2.66 3.29 1.88
C 1.14 3.75 2.52
C 0.16 2.95 2.03
N 0.59 1.99 1.15
H 7.73 5.37 -2.74
H 8.51 3.84 -2.78
H 5.38 5.62 -2.28
H 3.22 4.52 -1.82
H 5.17 0.68 -1.93
H 7.32 1.78 -2.39
H 1.05 4.56 3.23
H -0.88 3.01 2.30
*
```

Atomic partial charges in e from the natural (NBO) method, atoms 1 to 5: atom 1 (Nd): 1.78, atom 2 (Br): 0.14, atom 3 (C): -0.50, atom 4 (Br): 0.15, atom 5 (H): 0.26

Question: Which of these has the lowest electronic energy?
Answer: C22H17Br2N6NdO4S2

Question: The lowest electronic energy belongs to which entry?
Answer: C22H17Br2N6NdO4S2

Question: Which value of electronic energy does entry 1 give?
Answer: -2354.0931 Ha

Question: Which of these has the highest electronic energy?
Answer: C4H5NO